(1)
{
  "formula": "C2H4N2O3",
  "method": "ωB97M-V/def2-TZVPD",
  "lumo_energy_ha": 0.0325,
  "total_charge": 0,
  "e_above_lowest_kj_mol": 484.9,
  "homo_lumo_gap_ev": 10.23,
  "smiles": "O/N=C\\O/C=N/O",
  "elements": ["O", "N", "C", "O", "C", "N", "O", "H", "H", "H", "H"],
  "xyz": [[0.902, -2.704, -0.682], [0.391, -2.262, 0.542], [0.031, -1.040, 0.478], [0.241, -0.281, -0.613], [-0.053, 1.045, -0.577], [-0.666, 1.610, 0.398], [-0.777, 2.989, 0.144], [1.187, -3.625, -0.476], [-0.390, -0.544, 1.353], [0.271, 1.507, -1.520], [-1.137, 3.304, 0.953]]
}

(2)
{
  "formula": "C3H11O4PS",
  "method": "ωB97M-V/def2-TZVPD",
  "lumo_energy_ha": 0.0251,
  "total_charge": 0,
  "homo_lumo_gap_ev": 9.66,
  "smiles": "COP(=O)(O)O.CSC",
  "elements": ["C", "O", "P", "O", "O", "O", "H", "H", "H", "H", "H", "C", "S", "C", "H", "H", "H", "H", "H", "H"],
  "xyz": [[-0.992, -4.199, -0.250], [-0.843, -2.893, 0.323], [-2.160, -2.062, 0.611], [-3.120, -1.907, -0.494], [-1.553, -0.710, 1.193], [-2.730, -2.796, 1.911], [0.016, -4.575, -0.491], [-1.590, -4.173, -1.176], [-1.469, -4.899, 0.457], [-1.615, 0.007, 0.506], [-3.715, -2.663, 1.970], [-3.601, 1.478, -1.349], [-1.812, 1.602, -1.195], [-1.360, 0.470, -2.520], [-4.057, 2.130, -0.585], [-3.950, 0.445, -1.182], [-3.944, 1.808, -2.344], [-1.747, -0.545, -2.332], [-1.742, 0.818, -3.495], [-0.260, 0.424, -2.570]]
}

(3)
{
  "formula": "C11H35BGaN3O9PS2",
  "method": "ωB97M-V/def2-TZVPD",
  "lumo_energy_ha": 0.0697,
  "total_charge": -1,
  "homo_lumo_gap_ev": 6.12,
  "elements": ["C", "C", "C", "C", "C", "Ga", "N", "B", "N", "O", "P", "N", "O", "O", "H", "H", "H", "H", "H", "H", "H", "H", "H", "H", "H", "H", "H", "H", "H", "H", "H", "H", "H", "O", "S", "O", "O", "C", "C", "C", "H", "H", "H", "H", "H", "H", "H", "H", "O", "S", "O", "O", "C", "C", "C", "H", "H", "H", "H", "H", "H", "H", "H"],
  "xyz": [[-6.368, -0.137, -0.833], [-5.886, 0.967, -1.969], [-4.288, 0.786, -2.286], [-3.929, -0.297, -3.464], [-4.852, -1.652, -3.470], [-1.876, -0.719, -3.229], [-1.070, 1.032, -2.776], [-1.716, -1.911, -1.541], [-0.988, -1.411, -0.270], [-2.366, -3.257, -1.596], [-0.868, -1.593, -5.152], [0.097, -0.438, -5.776], [0.151, -2.961, -4.705], [-1.987, -2.106, -6.392], [-7.091, -0.882, -1.372], [-5.384, -0.734, -0.520], [-6.873, 0.376, 0.091], [-6.579, 1.012, -2.914], [-6.000, 2.030, -1.437], [-3.680, 0.491, -1.307], [-3.878, 1.862, -2.599], [-4.030, 0.185, -4.540], [-5.969, -1.317, -3.667], [-4.533, -2.294, -4.404], [-4.723, -2.332, -2.520], [-1.579, 1.699, -3.416], [-0.069, 1.053, -3.069], [0.013, -1.697, -0.442], [-1.014, -0.351, -0.366], [-2.181, -3.565, -2.540], [1.092, -0.778, -5.767], [0.854, -2.591, -4.091], [-1.440, -2.714, -7.006], [2.510, 2.783, -1.335], [3.345, 1.605, -1.437], [2.824, 0.329, -1.874], [4.135, 1.392, -0.027], [3.382, 1.332, 1.175], [2.722, -0.023, 1.348], [4.764, 2.001, -2.427], [2.643, 2.140, 1.213], [4.082, 1.497, 2.000], [1.943, -0.179, 0.596], [2.260, -0.105, 2.336], [3.454, -0.829, 1.228], [5.200, 2.934, -2.065], [4.432, 2.120, -3.461], [5.483, 1.183, -2.359], [2.312, -0.226, 4.803], [2.860, 0.840, 5.613], [4.229, 1.289, 5.472], [2.578, 0.511, 7.185], [3.001, -0.741, 7.706], [4.493, -0.751, 7.979], [1.791, 2.252, 5.489], [2.715, -1.559, 7.036], [2.464, -0.893, 8.648], [5.063, -0.701, 7.046], [4.784, -1.665, 8.504], [4.783, 0.115, 8.582], [0.761, 1.932, 5.655], [1.897, 2.669, 4.485], [2.094, 2.992, 6.232]]
}

(4)
{
  "formula": "C24H25N3O5PPbTe",
  "method": "ωB97M-V/def2-TZVPD",
  "lumo_energy_ha": 0.0858,
  "total_charge": -1,
  "homo_lumo_gap_ev": 6.55,
  "elements": ["Pb", "O", "C", "C", "C", "C", "C", "C", "C", "N", "N", "C", "O", "C", "C", "C", "C", "C", "C", "H", "H", "H", "H", "H", "H", "H", "H", "H", "H", "C", "C", "O", "P", "O", "Te", "O", "C", "C", "H", "H", "H", "H", "H", "H", "H", "H", "H", "H", "N", "C", "C", "C", "C", "C", "C", "H", "H", "H", "H", "H"],
  "xyz": [[-0.210, -1.649, 0.606], [-1.466, -0.441, 2.101], [-2.599, 0.183, 2.140], [-3.074, 0.665, 3.386], [-4.262, 1.348, 3.503], [-5.054, 1.602, 2.379], [-4.611, 1.148, 1.156], [-3.412, 0.439, 1.000], [-3.079, 0.042, -0.358], [-2.112, -0.702, -0.745], [-2.042, -0.841, -2.126], [-1.041, -1.594, -2.508], [-0.188, -2.200, -1.780], [-0.893, -1.740, -3.998], [-0.065, -2.740, -4.497], [0.126, -2.879, -5.864], [-0.500, -2.010, -6.747], [-1.327, -1.008, -6.253], [-1.527, -0.877, -4.887], [-2.452, 0.473, 4.252], [-4.581, 1.696, 4.479], [-5.986, 2.143, 2.466], [-5.204, 1.338, 0.267], [-3.734, 0.434, -1.141], [0.434, -3.388, -3.789], [0.773, -3.662, -6.242], [-0.345, -2.111, -7.814], [-1.816, -0.325, -6.938], [-2.169, -0.105, -4.485], [0.656, 2.361, 2.428], [2.005, 2.518, 1.769], [1.916, 2.482, 0.320], [1.775, 1.115, -0.467], [0.432, 0.477, -0.362], [3.432, -0.490, 0.290], [2.092, 1.637, -1.929], [1.433, 1.042, -3.079], [2.195, -0.159, -3.588], [0.778, 2.442, 3.510], [0.217, 1.387, 2.217], [-0.033, 3.137, 2.090], [2.706, 1.748, 2.101], [2.444, 3.492, 1.980], [1.407, 1.841, -3.819], [0.410, 0.783, -2.805], [3.242, 0.097, -3.760], [1.754, -0.493, -4.529], [2.137, -0.986, -2.879], [2.074, -0.966, 1.705], [2.404, -0.795, 3.025], [3.700, -0.632, 3.559], [3.913, -0.475, 4.922], [2.859, -0.483, 5.821], [1.570, -0.648, 5.316], [1.340, -0.795, 3.964], [4.554, -0.633, 2.891], [4.929, -0.351, 5.280], [3.031, -0.363, 6.883], [0.722, -0.647, 5.992], [0.325, -0.879, 3.592]]
}

Copy entry 2 word for word.
{
  "formula": "C3H11O4PS",
  "method": "ωB97M-V/def2-TZVPD",
  "lumo_energy_ha": 0.0251,
  "total_charge": 0,
  "homo_lumo_gap_ev": 9.66,
  "smiles": "COP(=O)(O)O.CSC",
  "elements": ["C", "O", "P", "O", "O", "O", "H", "H", "H", "H", "H", "C", "S", "C", "H", "H", "H", "H", "H", "H"],
  "xyz": [[-0.992, -4.199, -0.250], [-0.843, -2.893, 0.323], [-2.160, -2.062, 0.611], [-3.120, -1.907, -0.494], [-1.553, -0.710, 1.193], [-2.730, -2.796, 1.911], [0.016, -4.575, -0.491], [-1.590, -4.173, -1.176], [-1.469, -4.899, 0.457], [-1.615, 0.007, 0.506], [-3.715, -2.663, 1.970], [-3.601, 1.478, -1.349], [-1.812, 1.602, -1.195], [-1.360, 0.470, -2.520], [-4.057, 2.130, -0.585], [-3.950, 0.445, -1.182], [-3.944, 1.808, -2.344], [-1.747, -0.545, -2.332], [-1.742, 0.818, -3.495], [-0.260, 0.424, -2.570]]
}